{
  "formula": "C20H24N4O2Rh",
  "method": "ωB97M-V/def2-TZVPD",
  "spin_multiplicity": 5,
  "s_squared": 6.057,
  "lumo_energy_ev": [-2.6806, -5.3589],
  "total_charge": 1,
  "homo_lumo_gap_ha": [0.261, 0.229],
  "species": ["Rh", "C", "C", "C", "C", "C", "H", "H", "H", "H", "H", "O", "C", "C", "C", "C", "C", "C", "C", "N", "C", "C", "N", "H", "H", "H", "H", "H", "H", "H", "C", "N", "C", "C", "C", "N", "C", "C", "O", "H", "H", "H", "H", "H", "H", "H", "H", "H", "H", "H", "H"],
  "coordinates": [[1.56, -0.58, 0.27], [3.78, -0.50, 1.14], [2.95, -1.24, 2.03], [2.62, -2.47, 1.39], [3.24, -2.44, 0.10], [3.89, -1.22, -0.09], [4.15, 0.54, 1.39], [2.58, -0.97, 2.99], [1.83, -3.12, 1.83], [3.03, -3.13, -0.69], [4.43, -0.98, -1.00], [0.29, -1.95, -1.29], [-0.59, -2.81, -1.14], [-0.67, -3.98, -2.02], [-1.51, -5.03, -1.67], [-2.21, -4.93, -0.45], [-2.40, -3.79, 0.20], [-1.58, -2.71, -0.07], [-1.57, -1.47, 0.67], [-0.59, -0.63, 0.97], [-1.04, 0.26, 1.91], [-2.42, 0.05, 2.11], [-2.70, -1.09, 1.36], [0.03, -4.00, -2.86], [-1.27, -6.02, -2.14], [-2.81, -5.86, -0.20], [-3.05, -3.74, 1.01], [-0.48, 0.97, 2.41], [-3.13, 0.67, 2.64], [-3.57, -1.62, 1.24], [-1.20, 1.37, -2.23], [-0.73, 2.53, -1.53], [-1.57, 3.72, -1.36], [-0.67, 4.75, -0.66], [-0.02, 4.16, 0.55], [0.85, 3.13, 0.20], [1.95, 2.73, 1.00], [0.38, 2.27, -0.76], [1.04, 1.21, -0.96], [-1.32, 0.54, -1.55], [-0.46, 1.03, -2.95], [-2.07, 1.60, -2.83], [-2.43, 3.46, -0.74], [-1.75, 4.00, -2.41], [-1.22, 5.63, -0.48], [0.11, 5.01, -1.36], [-0.84, 3.90, 1.23], [0.50, 4.86, 1.16], [1.67, 1.90, 1.71], [2.26, 3.60, 1.58], [2.78, 2.41, 0.33]]
}